Record 1
C34H51Cl2N6O2OsSSi | the ωB97M-V functional and the def2-TZVPD basis

Geometry as XYZ:
```
98
Properties=species:S:1:pos:R:3
H 4.34 0.39 -0.26
H 4.58 2.85 -3.62
C 2.00 2.91 -0.76
H 0.57 -2.77 2.41
C 1.28 -0.42 -2.16
H -3.90 3.26 -2.10
H 3.18 2.05 2.91
C 2.51 2.91 -3.10
H -3.90 -1.23 4.25
H 1.27 2.99 0.04
H -1.29 0.29 -6.89
C -1.10 1.17 -4.93
C 3.61 0.32 1.77
C 3.69 -0.22 0.35
H 3.46 3.83 1.42
H 5.25 1.90 3.63
H -3.18 -4.96 -0.82
N -3.36 0.26 -0.82
C -4.21 -0.78 -1.04
H -5.74 -4.17 -1.72
C -1.41 0.15 -5.82
H -4.44 0.54 1.87
C -1.88 -1.05 -5.32
C 3.86 2.86 -2.81
H -1.97 3.05 1.28
O -1.39 -1.08 0.88
C -1.23 0.95 -3.58
C 5.15 -1.45 2.80
O 2.58 -0.47 2.44
H -0.99 1.72 -2.86
Os -1.67 -0.58 -1.05
C -3.91 -3.06 -1.45
H 6.27 -0.19 0.68
H -1.96 -3.92 -1.59
C 5.00 0.05 2.46
C 3.78 2.86 1.02
H 4.09 -1.23 0.38
H -6.20 0.05 -0.98
N 2.50 -0.25 -1.76
H -2.07 -4.15 1.58
H -1.95 0.05 3.20
C -2.86 -1.41 4.54
H 0.90 -0.54 1.03
N 2.42 -0.29 -0.40
H 2.05 1.76 1.63
N 0.40 -0.57 -1.10
C -1.49 -3.43 2.16
Si -3.71 1.92 -0.06
H 1.00 -0.45 -3.20
C -4.57 3.00 -1.28
H 5.33 2.81 -1.26
H -4.85 3.92 -0.77
C 6.20 0.43 1.57
C -1.99 -1.21 -3.95
H 6.18 1.48 1.26
C 1.58 2.95 -2.08
C -1.89 -1.01 3.44
H 0.53 3.05 -2.32
H 4.23 0.69 4.42
H -4.42 2.27 2.25
C 4.27 2.84 -1.48
C 1.20 -0.47 0.00
Cl 1.96 2.94 -4.75
C -0.02 -3.42 1.77
H 4.91 -2.10 1.96
H -1.22 1.83 0.26
C -3.00 -4.23 -1.61
H -3.20 -4.74 -2.55
H -2.76 -2.45 4.83
H 0.11 -3.12 0.74
H 7.12 0.29 2.14
H 0.36 -4.44 1.88
C -5.59 -0.84 -1.11
C 5.10 0.83 3.78
H -5.47 2.56 -1.70
H 5.97 0.46 4.34
C 3.36 2.85 -0.44
C -6.15 -2.09 -1.36
H 4.86 2.85 1.12
H 4.52 -1.74 3.64
C 3.11 1.77 1.86
Cl -2.31 -2.34 -6.35
H -0.85 -1.27 3.68
H -1.75 3.36 -0.44
C -5.32 -3.19 -1.52
H -2.66 -0.80 5.43
H 2.76 -0.43 3.39
H -5.74 1.60 1.31
H -7.22 -2.20 -1.44
N -3.41 -1.86 -1.22
H -2.35 -2.14 -3.54
C -4.66 1.54 1.48
H -1.64 -3.65 3.22
C -2.01 2.59 0.28
H 6.18 -1.64 3.08
H -0.75 2.13 -5.29
N -1.66 -0.23 -3.09
S -2.31 -1.83 1.91
```

The HOMO energy (spin up / spin down) comes out at -15.281 / -15.281 eV. Its spin multiplicity is 1. The net charge is +3. For the strongest force on any atom, the calculation gives 0.0541 Eh/bohr. For the HOMO-LUMO gap (spin up / spin down), the calculation gives 4.36 / 4.34 eV. As for the total energy: -3503.072545 Ha. The energy relative to the best compared isomer or geometry (same formula, charge and spin) comes out at 11.9 kcal per mole.

Löwdin atomic charge list, values in e, 2 entries:
1. H 0.1256
2. H 0.1215


Record 2
C5H4ClN2O6P2 | the ωB97M-V functional and the def2-TZVPD basis

Geometry as XYZ:
```
20
Properties=species:S:1:pos:R:3
H 0.38 -2.35 1.35
N 1.30 3.04 1.01
N -0.69 -0.88 -2.56
O -0.25 -1.83 1.86
C 1.07 1.98 0.61
H 2.87 -1.50 -0.06
C -1.58 1.48 -0.17
Cl 3.03 2.03 -1.58
P 2.10 0.20 -1.21
H -2.68 -1.72 -0.60
O -2.07 1.68 -1.27
O -1.81 2.12 0.84
P -1.36 -1.12 0.92
H 1.24 -0.04 1.07
C -0.60 -0.37 -1.53
C -0.62 0.23 -0.16
O -2.05 -2.21 -0.06
O -2.41 -0.60 1.78
O 3.27 -0.74 -0.49
C 0.87 0.58 0.25
```

The HOMO energy comes out at -5.276 eV. Its spin multiplicity is 1. The net charge is -1. For the strongest force on any atom, the calculation gives 0.0480 Eh/bohr. For the HOMO-LUMO gap, the calculation gives 7.20 eV. As for the total energy: -1896.956903 Ha. Its SMILES is N#C[C@H](P(O)Cl)[C@](C#N)(C(=O)[O-])P(=O)(O)O.

natural (NBO) atomic charge list, values in e, 2 entries:
1. H 0.4859
2. N -0.3026


Question: What is the spin multiplicity in the second record?
Answer: 1


Question: Which value of strongest force on any atom does entry 1 give?
Answer: 0.0541 Eh/bohr


Question: Look up the strongest force on any atom of the first one.
Answer: 0.0541 Eh/bohr